1.
56
Properties=species:S:1:pos:R:3:forces:R:3:mulliken_charge:R:1 method="wB97M-V/def2-TZVPD" gap_ev=10.2062 charge=+1 de_lowest_ev=0.136
C 6.027 0.366 -1.175 -0.204 0.063 0.082 -0.7383
O 4.683 0.087 -0.824 -0.037 -0.235 -0.002 -0.3670
C 3.754 1.009 -1.343 0.063 0.036 -0.061 -1.1687
C 2.385 0.329 -1.434 0.199 0.106 0.119 0.7627
C 1.918 0.124 -2.868 0.041 0.193 -0.053 -0.9338
C 0.670 -0.730 -3.078 -0.072 -0.181 0.015 0.0322
C 0.615 -2.085 -2.345 -0.034 -0.051 -0.341 -0.8056
C -0.661 -2.292 -1.545 0.138 -0.122 0.090 -1.2918
C -0.788 -1.357 -0.340 -0.114 0.219 0.139 0.4889
C -1.650 -0.108 -0.560 0.046 -0.294 0.190 -1.3005
N -0.827 1.140 -0.450 -0.194 -0.164 -0.197 0.1973
P -1.748 2.672 -0.888 -0.004 0.014 0.188 0.1160
C -1.596 2.482 -2.693 -0.032 0.084 0.088 -0.9081
C -0.332 3.789 -0.609 0.112 -0.303 -0.034 -0.9873
H 6.656 -0.278 -0.568 0.045 -0.045 0.001 0.2459
H 6.198 0.154 -2.232 0.052 0.030 -0.084 0.3066
H 6.280 1.408 -0.970 0.061 0.074 0.025 0.3164
H 3.710 1.891 -0.695 0.046 0.104 0.023 0.4009
H 4.077 1.347 -2.335 -0.022 0.024 -0.061 0.4065
H 1.666 0.938 -0.872 0.204 -0.080 0.024 0.1160
H 2.491 -0.617 -0.908 -0.084 -0.037 0.088 0.1779
H 2.745 -0.283 -3.453 0.050 -0.119 0.068 0.4658
H 1.726 1.115 -3.289 0.062 0.019 -0.191 0.3379
H -0.231 -0.153 -2.840 0.025 0.011 0.061 -0.2152
H 0.590 -0.930 -4.146 -0.087 0.140 -0.066 0.5220
H 1.475 -2.224 -1.692 0.079 0.007 0.044 0.3796
H 0.666 -2.881 -3.088 0.128 -0.044 0.008 0.3464
H -1.519 -2.176 -2.211 -0.117 -0.018 0.052 0.4121
H -0.682 -3.324 -1.193 -0.032 -0.038 0.007 0.4229
H 0.203 -1.030 -0.011 0.075 -0.155 0.027 0.4979
H -1.212 -1.889 0.510 -0.031 -0.107 -0.018 -0.2526
H -2.159 -0.154 -1.519 0.105 0.307 -0.145 0.6177
H -2.394 -0.021 0.219 -0.268 0.053 0.007 0.5644
H -0.506 1.187 0.523 -0.079 0.057 0.091 0.6087
H 0.007 1.040 -1.036 -0.116 0.064 0.071 -0.7042
H -2.428 1.919 -3.103 -0.018 -0.038 -0.127 0.3352
H -1.624 3.499 -3.087 -0.112 0.000 -0.140 0.4425
H -0.643 2.041 -2.986 0.023 -0.004 -0.069 0.1801
H 0.078 3.613 0.385 -0.054 0.201 0.139 0.3341
H -0.689 4.813 -0.676 0.065 0.114 0.040 0.3999
H 0.457 3.620 -1.342 0.049 0.102 -0.039 0.3115
C -3.325 -1.423 5.164 0.045 -0.043 -0.076 -0.5390
C -2.136 -2.316 4.783 -0.026 0.047 -0.016 -0.7665
C -1.782 -2.002 3.323 0.058 -0.122 0.207 -0.6347
S -2.274 -0.291 3.058 0.028 -0.255 0.178 1.2782
O -3.334 -0.263 2.075 -0.020 0.071 -0.014 -0.7588
O -1.102 0.534 2.837 -0.011 0.119 -0.318 -0.7531
C -2.967 -0.020 4.680 -0.024 0.029 0.122 -0.8320
H -3.509 -1.430 6.236 -0.003 0.009 0.011 0.3711
H -4.233 -1.768 4.666 -0.010 0.013 0.001 0.2913
H -1.284 -2.089 5.425 0.005 0.017 0.001 0.3208
H -2.367 -3.372 4.905 0.003 -0.010 -0.001 0.3449
H -0.719 -2.089 3.112 -0.002 0.031 -0.052 0.4163
H -2.355 -2.609 2.624 -0.045 0.055 -0.024 0.3933
H -3.813 0.656 4.586 0.025 0.033 -0.067 0.4203
H -2.187 0.433 5.291 0.019 0.016 -0.011 0.3751



2.
67
Properties=species:S:1:pos:R:3:forces:R:3:mulliken_charge:R:1 method="wB97M-V/def2-TZVPD" gap_ev=2.6498 charge=+2 de_lowest_ev=2.202
Al -0.373 -1.257 4.219 0.313 -0.053 -1.613 1.0060
F -0.522 -0.417 1.444 -0.306 0.264 0.083 -0.6196
O 0.392 2.559 -4.198 -0.907 -0.661 0.268 -0.7437
P -0.541 2.707 -3.069 2.300 0.892 -1.212 0.2454
N -0.014 3.851 -2.011 -0.674 0.156 1.265 0.4163
C 0.342 5.190 -2.483 0.341 -0.395 -0.591 -1.0538
C 0.771 3.521 -0.816 -0.874 -0.948 0.725 -0.4651
N -0.732 1.315 -2.106 -1.058 -0.043 0.503 0.3687
C -1.722 1.250 -1.059 0.600 0.281 0.770 -0.3074
C 0.055 0.135 -2.384 -0.733 -0.700 -0.257 -0.7913
N -2.080 3.105 -3.574 -1.080 0.057 0.789 0.2734
C -2.682 2.655 -4.830 1.171 0.421 -0.608 -0.7818
C -2.932 3.847 -2.651 -0.339 -0.162 -0.291 -0.6988
H 0.404 5.848 -1.617 -0.189 0.073 -0.073 0.3308
H -0.348 5.564 -3.237 -0.005 0.038 0.076 0.4004
H 1.340 5.095 -2.921 0.012 0.400 -0.135 0.3992
H 1.838 3.636 -1.007 0.014 -0.109 -0.024 0.4241
H 0.534 2.512 -0.477 0.455 -0.172 -0.391 -0.3829
H 0.475 4.077 0.075 0.057 0.754 -0.418 0.3984
H -1.541 0.430 -0.358 0.353 -0.538 0.050 -0.4537
H -1.721 2.141 -0.429 0.006 0.298 -0.328 0.3861
H -2.723 1.130 -1.489 -0.161 -0.224 -0.027 0.5735
H 0.975 0.313 -1.813 0.518 -0.048 -0.472 0.2120
H -0.355 -0.794 -1.988 -0.523 0.383 0.365 0.3672
H 0.161 -0.048 -3.454 0.749 0.553 -0.062 0.3923
H -3.689 3.034 -4.975 -0.019 -0.133 0.402 0.3586
H -2.054 3.091 -5.615 -0.022 -0.157 -0.252 0.3808
H -2.603 1.575 -4.951 -0.169 -0.042 0.089 0.3109
H -2.921 3.313 -1.698 -0.056 0.270 0.334 0.2842
H -3.961 3.904 -3.000 0.083 -0.292 -0.155 0.3851
H -2.603 4.879 -2.512 0.304 -0.092 0.154 0.2877
C 2.008 -5.411 3.339 -0.311 -0.058 0.405 -0.5667
O 1.962 -5.101 1.945 0.068 0.312 -0.643 -0.3862
C 1.454 -3.938 1.553 -0.246 0.365 1.307 0.7070
O 1.198 -2.996 2.275 -0.135 0.238 0.423 -0.3684
O 1.228 -3.951 0.271 0.776 -1.271 -1.830 -0.3319
C 0.797 -2.814 -0.433 -1.458 1.417 0.770 -0.3547
H 2.159 -4.555 3.995 0.077 0.218 -0.354 0.2384
H 2.815 -6.121 3.495 -0.054 -0.001 -0.208 0.2717
H 1.053 -5.870 3.591 0.119 -0.122 0.156 0.2007
H -0.132 -2.464 0.024 0.066 0.131 0.119 0.0629
H 0.531 -3.007 -1.470 0.565 -0.852 0.044 0.3413
H 1.467 -1.955 -0.384 0.449 -0.346 0.118 0.2083
C -1.991 -5.602 2.637 0.416 -0.184 1.169 -0.3211
O -2.160 -4.773 1.485 0.129 -0.672 0.052 -0.3439
C -2.304 -3.475 1.665 -0.828 0.318 1.004 1.0357
O -2.340 -2.841 2.704 0.536 -0.507 0.162 -0.6536
O -2.537 -2.947 0.488 0.080 0.729 -1.632 -0.3585
C -3.233 -1.705 0.427 -0.621 0.567 0.066 -0.6581
H -2.650 -5.305 3.451 0.180 0.410 -0.027 0.3376
H -0.946 -5.591 2.943 -0.059 0.369 0.162 -0.1087
H -2.205 -6.662 2.503 -0.285 0.246 -1.134 0.3008
H -2.834 -0.911 1.056 0.151 -0.481 0.506 0.2857
H -4.288 -1.897 0.617 0.026 0.080 0.362 0.4531
H -3.222 -1.275 -0.576 0.426 -0.739 -0.346 0.1184
C 2.358 0.704 0.788 -1.242 -0.751 0.197 -0.1454
O 3.273 1.125 1.769 1.182 0.191 -0.011 -0.4936
C 3.154 0.603 3.005 -0.341 1.416 1.028 0.6370
O 2.184 0.050 3.455 -0.398 -0.791 -0.574 -0.4319
O 4.147 0.941 3.823 -0.279 0.477 -0.460 -0.3281
C 5.190 1.802 3.323 0.635 -0.390 -0.318 -0.6220
H 2.213 -0.366 0.940 -0.489 0.107 -0.233 0.1087
H 2.658 0.889 -0.244 1.001 0.179 0.308 0.3889
H 1.413 1.240 0.901 -0.108 -0.382 0.396 0.0484
H 5.616 1.257 2.483 0.519 0.383 0.072 0.3090
H 5.894 1.960 4.135 -0.005 -0.457 -0.002 0.2562
H 4.901 2.802 3.000 -0.706 -0.221 -0.016 0.2600



3.
63
Properties=species:S:1:pos:R:3:forces:R:3:mulliken_charge:R:1 method="wB97M-V/def2-TZVPD" gap_ev=6.9305 de_lowest_ev=2.996
N -0.221 0.218 -0.010 -10.011 -11.521 -6.247 0.4757
H -0.137 -0.117 0.816 1.483 -3.268 7.120 0.1121
H -1.341 0.426 -0.091 3.023 -0.613 -0.086 -0.3632
H 0.069 -0.394 -0.805 -0.259 0.655 1.065 -0.1177
H 0.029 0.998 -0.091 5.727 15.417 -1.511 0.6565
O -1.638 2.998 -0.085 -8.610 -6.239 -8.456 -0.9156
H -1.108 3.323 0.442 8.323 5.136 8.381 0.0811
C -4.277 0.578 0.074 0.888 1.434 1.030 -0.1455
C -4.534 1.628 1.173 2.325 -2.406 0.454 0.1924
O -3.765 1.058 2.298 -1.492 1.398 0.646 -0.3531
C -3.103 0.004 1.905 1.607 -0.701 4.500 0.7360
O -2.337 -0.695 2.518 0.605 0.666 1.567 -0.6288
O -3.346 -0.329 0.745 -3.011 -1.758 -7.221 -0.2652
F -5.821 1.680 1.394 -2.137 -0.006 1.103 -0.2996
H -3.585 1.004 -0.627 -0.590 0.476 -1.202 0.0117
H -5.307 0.263 -0.230 1.407 -0.729 -0.026 0.3369
H -4.132 2.578 1.133 0.847 2.052 -0.956 0.3554
C 3.637 -0.102 -0.498 2.126 -1.254 2.472 -0.6338
O 2.435 -0.190 -1.155 -0.216 0.078 -1.396 0.1544
C 2.524 0.425 -2.445 -3.591 -0.677 0.911 -1.1242
C 1.280 0.189 -3.319 5.772 -3.667 -2.225 -0.5773
O 0.269 0.715 -2.767 -5.307 3.491 1.945 -0.1571
C -0.984 0.728 -3.492 1.892 2.328 0.073 -0.7375
C -1.561 -0.588 -3.562 -0.217 -2.359 0.468 -0.4810
O -1.597 -1.136 -2.237 0.252 0.511 0.970 0.1922
C -2.425 -2.249 -2.032 -1.441 -1.236 -0.487 -0.9915
H 3.414 -0.223 0.536 -0.697 -0.594 1.185 -0.0433
H 4.153 0.877 -0.319 -0.280 -0.337 -1.635 0.3164
H 4.373 -1.001 -0.622 -0.978 1.717 -0.732 0.2617
H 3.433 0.241 -2.872 2.294 -0.579 -1.424 0.6271
H 2.313 1.431 -2.299 0.762 2.505 0.537 0.3305
H 1.122 -0.835 -3.553 0.005 -1.938 0.278 0.3192
H 1.585 0.483 -4.313 -0.047 1.372 -0.777 0.5198
H -0.876 1.201 -4.553 -0.126 -0.673 1.856 0.3113
H -1.598 1.304 -2.814 -0.245 0.754 -0.230 0.2908
H -0.881 -1.271 -4.128 -1.292 0.254 -0.417 0.2873
H -2.589 -0.350 -3.875 0.118 -1.072 -0.705 0.4616
H -2.060 -3.103 -2.644 -0.481 0.452 -0.344 0.3690
H -3.527 -1.953 -2.350 1.974 -0.963 0.922 0.2609
H -2.345 -2.760 -0.995 -0.309 1.892 -1.226 0.1870
C 2.213 3.102 0.735 -2.461 1.356 3.850 -1.1609
O 1.502 2.142 1.505 -1.602 -0.866 -2.431 -0.1666
C 2.159 1.739 2.670 -4.168 2.315 0.784 -0.9399
C 1.410 0.642 3.447 -2.612 11.833 4.728 -0.7009
O 1.682 -0.288 2.777 3.247 -15.405 -6.272 -0.0082
C 1.248 -1.593 3.394 1.093 1.168 -5.207 -0.8146
C 1.490 -2.667 2.263 -3.210 1.604 1.378 -0.7381
O 0.568 -2.334 1.231 -0.485 -0.229 -1.546 0.0068
C 0.536 -3.285 0.119 4.640 -2.847 5.810 -0.5863
H 3.205 2.910 0.771 3.563 -0.526 0.458 0.5592
H 1.991 4.080 1.254 0.486 -0.483 -1.025 0.3258
H 1.992 3.109 -0.266 -1.486 -0.064 -2.291 0.2698
H 2.002 2.601 3.274 1.751 1.152 1.106 0.3868
H 3.018 1.331 2.284 3.016 -0.578 0.584 0.4374
H 0.325 0.752 3.643 -0.322 0.822 -0.337 0.4110
H 1.814 0.764 4.418 1.093 -0.455 1.893 0.4831
H 0.277 -1.294 3.606 -2.496 -0.782 0.316 0.3948
H 1.733 -1.824 4.264 1.807 -0.326 2.224 0.4999
H 1.156 -3.600 2.716 0.659 -0.581 -0.195 0.4277
H 2.471 -2.599 1.871 1.282 -0.325 -0.001 0.4014
H -0.130 -3.088 -0.581 -3.033 1.639 -3.022 -0.0300
H 0.208 -4.311 0.631 0.888 1.711 -1.373 0.2755
H 1.612 -3.360 -0.299 -1.743 -0.129 0.391 0.2538



4.
65
Properties=species:S:1:pos:R:3:forces:R:3:mulliken_charge:R:1 method="wB97M-V/def2-TZVPD" smiles="CCOP(=O)(OCC)OCC.CCOP(=O)(OCC)OCC.CCOOC(=O)O" gap_ev=8.8270
C 3.993 3.485 -2.712 0.198 -0.063 0.032 -0.9812
C 3.113 2.527 -1.920 0.217 -0.243 -0.168 -0.3540
O 2.028 3.178 -1.254 0.013 0.537 -0.673 -0.3203
P 0.782 3.743 -2.179 -0.928 -2.033 7.595 1.1040
O 0.345 2.444 -2.809 0.947 2.340 -3.192 -0.7209
O -0.452 3.860 -1.078 -0.015 0.484 -0.852 -0.3799
C -1.674 3.156 -1.336 -0.083 -0.459 0.025 -0.5567
C -1.668 1.796 -0.661 -0.025 -0.019 0.405 -0.8527
O 1.137 5.336 -1.907 -0.229 -0.942 -3.327 -0.4392
C 1.594 5.808 -0.633 0.510 0.369 0.638 -0.0631
C 3.105 5.883 -0.524 0.244 -0.387 0.085 -1.0525
H 3.405 4.214 -3.275 -0.005 -0.079 -0.070 0.2483
H 4.619 2.926 -3.411 -0.114 -0.023 -0.031 0.3867
H 4.669 4.036 -2.063 -0.063 0.117 0.036 0.2556
H 2.731 1.743 -2.576 -0.134 0.033 0.039 0.3383
H 3.712 2.041 -1.149 -0.149 0.032 0.080 0.3069
H -1.841 3.052 -2.407 0.151 -0.021 0.023 0.3400
H -2.502 3.761 -0.962 0.213 0.148 0.188 0.3906
H -0.714 1.281 -0.772 -0.001 0.088 -0.284 0.2634
H -2.459 1.154 -1.053 -0.025 0.043 0.003 0.3234
H -1.822 1.913 0.414 -0.079 -0.032 0.011 0.2872
H 1.171 5.222 0.182 -0.072 -0.129 -0.179 0.2127
H 1.205 6.824 -0.544 -0.245 -0.111 -0.257 0.4003
H 3.536 4.911 -0.289 -0.069 -0.015 -0.106 0.1551
H 3.406 6.544 0.291 -0.194 0.154 -0.078 0.4356
H 3.552 6.236 -1.454 -0.071 0.127 0.052 0.2631
C 0.421 -3.661 4.808 0.037 -0.117 0.173 -0.8995
C -0.952 -4.143 4.360 0.100 -0.280 0.036 -0.4630
O -1.801 -3.085 3.909 0.798 0.183 -0.053 -0.3966
P -1.447 -2.372 2.457 -7.932 -0.175 3.509 1.2243
O -1.632 -3.614 1.613 4.103 1.037 -1.075 -0.7783
O -2.892 -1.676 2.021 0.811 0.437 -0.603 -0.3806
C -3.483 -2.025 0.763 -0.214 -0.387 -0.079 -0.2802
C -4.492 -3.148 0.928 -0.320 0.103 0.174 -1.1618
O -1.063 -0.934 3.193 2.613 -1.084 -2.170 -0.3720
C -1.787 -0.431 4.325 -0.148 0.246 0.824 -0.0473
C -1.159 -0.796 5.656 -0.070 -0.407 0.185 -1.0743
H 0.840 -2.918 4.124 0.031 -0.080 -0.054 0.2333
H 1.111 -4.505 4.872 -0.027 0.010 -0.115 0.3743
H 0.384 -3.215 5.799 -0.023 0.147 -0.013 0.2473
H -0.846 -4.894 3.575 -0.083 0.069 -0.083 0.3977
H -1.459 -4.621 5.199 -0.119 0.084 -0.067 0.2940
H -2.716 -2.298 0.038 0.032 -0.071 0.132 0.3189
H -3.973 -1.137 0.360 0.006 0.122 0.286 0.3358
H -4.137 -3.938 1.589 0.261 0.021 -0.142 0.2862
H -4.753 -3.589 -0.035 0.001 0.034 -0.007 0.3474
H -5.404 -2.759 1.385 -0.048 0.005 -0.058 0.3244
H -2.833 -0.731 4.289 0.083 -0.132 -0.176 0.2329
H -1.752 0.656 4.230 0.083 -0.066 -0.368 0.3862
H -1.433 -1.804 5.963 0.052 -0.012 -0.110 0.1440
H -1.517 -0.138 6.451 0.023 0.196 -0.174 0.4505
H -0.071 -0.741 5.610 -0.036 0.152 -0.012 0.2581
C 0.074 -1.542 -3.829 -0.081 -0.469 -0.989 -0.8276
C 0.454 -2.452 -5.059 -0.539 1.054 1.480 -0.3551
O 1.888 -2.479 -5.147 -0.414 0.763 -0.840 -0.2105
O 2.319 -3.733 -4.710 -0.630 -2.120 0.472 -0.2153
C 2.638 -3.683 -3.362 -0.907 0.450 0.407 0.6032
O 3.547 -3.059 -2.994 2.284 1.252 0.491 -0.3861
O 1.881 -4.359 -2.446 -0.575 -0.348 -0.990 -0.4471
H 0.858 -1.540 -3.053 -0.393 -0.259 -0.197 0.2779
H -0.895 -1.917 -3.459 0.340 0.542 0.186 0.2482
H 0.000 -0.503 -4.190 -0.175 -0.372 0.398 0.2770
H 0.001 -1.973 -5.943 0.653 -0.414 -0.017 0.3676
H 0.039 -3.463 -4.943 0.422 0.234 -0.184 0.3225
H 1.072 -3.854 -2.266 0.009 -0.263 -0.170 0.3530



no.,DFT total energy (Ha)
1,-1612.30665
2,-2192.71072
3,-1499.63651
4,-2178.57418